# 1
Below is C20H46IrP4S as an isolated structure in a non-equilibrium geometry, with properties calculated with the ωB97M-V functional and the def2-TZVPD basis.

The expectation value of S² is 8.7904. The spin multiplicity is 6. The largest force on an atom is 3.83 eV/A. Its net charge is +4. Its energy is -2655.9185 hartree. The value obtained for the HOMO energy (alpha / beta) is -16.848 / -20.512 eV.

Geometry as XYZ:
```
72
Properties=species:S:1:pos:R:3:forces:R:3:mulliken_charge:R:1
Ir -0.030721 0.245817 0.918667 -1.58 -0.07 1.24 0.531
S 0.798476 -1.386323 -0.783710 0.35 -0.02 -2.59 0.077
P -2.318339 -0.409367 0.417915 -0.68 -0.09 -0.31 1.292
P -0.754198 2.066467 2.133968 -0.54 2.51 1.50 0.681
P 0.435882 -1.242675 2.740064 0.93 -0.82 0.52 0.895
P 2.156655 1.140086 0.663075 0.96 0.37 0.74 0.977
C 1.357221 -3.341575 -6.440448 1.35 -3.41 1.11 -0.293
C -3.128460 0.893489 -0.585217 0.08 -0.09 -0.05 -1.646
C -0.959891 -2.349315 3.113982 -0.14 0.04 -0.17 -1.222
C 3.287942 0.376597 -0.555137 -0.13 0.02 -0.04 -1.423
C 0.839615 -0.436345 4.338327 -0.05 0.17 -0.35 -1.330
C -3.608711 -0.841690 1.652376 0.22 -0.02 0.21 -1.528
C 3.236118 1.167316 2.142166 0.05 0.12 -0.20 -1.429
C -0.364397 -0.537076 -5.047022 -0.10 0.04 -0.15 -0.782
C -0.437685 -1.824733 -4.487949 0.75 -0.23 -0.63 -0.985
C 1.022439 -2.167419 -6.991062 -1.08 3.04 -2.03 -0.240
C 0.153219 -2.034786 -3.253188 -0.45 -0.44 0.24 -0.680
C 0.473994 -0.932753 -2.416107 0.90 -1.27 0.46 1.023
C -2.428156 -1.860697 -0.695077 0.10 -0.03 -0.03 -1.481
C -1.261011 3.428029 1.027294 -0.04 0.03 -0.17 -1.140
C 1.867319 -2.303771 2.346149 0.02 -0.01 0.06 -1.334
C 0.420596 2.858684 3.289849 0.01 0.11 0.14 -1.457
C -2.187751 1.803835 3.238714 -0.14 -0.07 0.01 -1.386
C 2.111497 2.877970 0.089281 0.11 -0.23 -0.08 -1.285
C 0.032994 0.547776 -4.262807 0.35 0.36 0.61 -0.948
C 0.465614 0.369673 -2.951552 -0.47 0.58 -0.55 -0.177
H 3.389097 0.158052 2.544564 0.02 0.31 -0.13 0.373
H 2.406459 -3.671956 -6.327647 -0.59 0.31 0.06 0.318
H -0.153710 3.575472 3.896328 0.21 -0.10 -0.19 0.614
H 0.776741 1.243713 -2.380537 -0.06 -0.31 -0.11 0.363
H -2.043985 0.916536 3.871112 -0.08 0.26 -0.15 0.331
H 0.866366 2.128333 3.975936 -0.16 0.28 -0.22 0.321
H -1.866228 -2.709368 -0.281841 -0.22 0.14 -0.12 0.335
H -3.491335 -2.129972 -0.774170 0.30 0.02 -0.06 0.593
H -1.646145 4.251570 1.645090 0.08 -0.14 -0.11 0.469
H -2.397692 1.360485 -1.258558 -0.28 -0.04 0.14 0.344
H 1.749670 0.166929 4.238191 -0.21 -0.22 0.08 0.332
H 1.217399 3.402829 2.769891 -0.26 -0.15 0.19 0.442
H -0.025345 0.884377 -0.600647 0.20 -0.45 -0.27 -0.396
H -1.737130 -1.803098 3.661068 0.18 -0.09 -0.08 0.394
H -2.279138 2.681808 3.895806 0.01 -0.21 -0.20 0.617
H -2.045149 3.102204 0.334809 0.21 0.15 0.22 0.254
H 0.010033 0.204021 4.661019 0.19 -0.20 0.00 0.369
H -4.576003 -0.490019 1.266947 0.22 -0.12 0.08 0.501
H 1.005367 -1.212971 5.098535 -0.07 0.06 -0.24 0.585
H -0.035318 -1.961276 -7.205256 0.57 -0.17 -0.11 0.489
H 0.580623 -4.072803 -6.204967 0.26 0.11 0.01 0.319
H 3.502606 -0.669947 -0.303249 0.05 0.25 -0.04 0.375
H 1.576321 -3.026028 1.574371 0.07 0.04 0.20 0.402
H 1.871359 3.579873 0.896068 0.09 -0.19 -0.31 0.403
H -3.589587 1.651526 0.063379 0.10 -0.21 -0.26 0.435
H 3.114127 3.103365 -0.298627 -0.24 0.12 0.12 0.572
H 4.207968 1.557333 1.806909 -0.17 -0.07 0.24 0.562
H 0.370051 -3.041790 -2.892465 -0.41 0.18 -0.06 0.500
H -3.433908 -0.394886 2.636261 -0.13 -0.18 -0.31 0.319
H 2.186701 -2.842813 3.249646 -0.08 0.06 -0.24 0.539
H 2.873917 0.424800 -1.571056 0.22 0.03 0.24 0.318
H 1.750783 -1.434312 -7.374148 -0.23 -0.36 0.38 0.340
H -3.649376 -1.932548 1.760299 -0.03 0.26 0.01 0.485
H -3.912976 0.410025 -1.187503 0.14 0.22 0.23 0.569
H 2.845791 1.820672 2.929458 0.12 -0.17 -0.23 0.396
H 1.386205 2.982976 -0.726213 0.18 0.09 0.15 0.243
H 2.712339 -1.707469 1.971246 -0.31 -0.22 0.17 0.283
H 4.219707 0.960576 -0.515575 -0.21 -0.26 -0.10 0.617
H -0.619101 -3.187742 3.736646 0.04 0.19 -0.08 0.573
H -3.120612 1.697844 2.671474 0.26 0.05 0.14 0.443
H -1.397471 -2.750546 2.191743 0.16 0.01 0.22 0.234
H -0.833616 -2.673380 -5.051344 0.05 0.31 0.19 0.995
H -0.511308 -0.383159 -6.118141 -0.61 0.19 0.54 0.604
H 0.001257 1.555817 -4.672544 0.14 -0.23 -0.02 0.504
H -2.033739 -1.616646 -1.690984 -0.22 -0.06 0.30 0.286
H -0.402261 3.784407 0.446155 -0.26 -0.04 0.19 0.326
```
Forces are in eV/Å.

=====

# 2
Below is C20H46LaO4P4 as an isolated structure in a non-equilibrium geometry, with properties calculated with the ωB97M-V functional and the def2-TZVPD basis.

The spin multiplicity is 1. The largest force on an atom is 2.89 eV/A. Its net charge is +3. Its energy is -2486.6566 hartree. The value obtained for the HOMO energy (alpha / beta) is -16.691 / -15.464 eV.

Geometry as XYZ:
```
75
Properties=species:S:1:pos:R:3:forces:R:3:mulliken_charge:R:1
La 0.099215 0.888509 0.331896 -0.20 -0.05 1.26 1.342
P 2.810768 0.047363 -0.516889 0.91 0.22 0.54 0.577
P -0.274712 0.895391 -2.631877 0.04 0.13 -0.73 0.229
P -2.587450 -0.595948 -0.053874 -1.14 -0.40 0.27 0.610
P -2.237251 3.310354 0.255985 0.15 1.07 1.38 0.273
O -1.505347 2.451385 1.526845 -0.51 0.14 -0.10 -0.108
O 1.387648 1.576057 1.906948 0.05 0.10 0.63 -0.074
O -2.381385 4.810403 0.818565 0.03 -1.37 -0.73 -0.334
O 2.374311 -2.066695 -4.634858 1.89 -1.63 -1.46 -0.222
C 3.686212 1.667579 -0.528606 0.01 0.00 -0.11 -1.184
C 4.095588 -5.736229 -4.787805 -0.04 -0.63 0.20 -0.330
C 1.734329 1.950986 3.248607 -0.14 0.04 -0.15 -1.031
C -3.015091 -1.732492 -1.417787 0.20 -0.03 -0.17 -1.351
C 4.404178 -4.836609 -3.760101 0.12 1.64 0.50 -0.517
C -1.855265 1.653216 -3.163820 -0.06 0.09 -0.11 -1.038
C 3.206799 -3.131609 -4.930951 -1.87 1.85 -0.03 0.722
C 3.517316 -0.823678 0.937084 0.06 -0.15 0.10 -0.953
C 3.532203 -5.269723 -5.985188 -0.77 1.70 -1.23 -0.337
C 0.483043 -3.192451 0.966341 -0.15 0.65 0.12 -0.493
C -3.004406 -1.710199 1.344797 0.12 0.07 0.13 -1.147
C 3.097379 -3.936532 -6.093079 0.34 -1.68 -0.34 -0.752
C -0.099677 -0.621595 -3.648626 0.02 -0.20 -0.16 -0.494
C 0.988204 2.054141 -3.293159 -0.08 0.09 -0.10 -1.171
C 0.492349 -2.740891 2.228929 -0.03 0.77 -0.43 -0.658
C 3.439603 -0.899022 -1.925846 -0.04 -0.22 -0.43 -1.278
C 4.091266 -3.485163 -3.906273 0.89 -1.70 1.29 -0.233
C -1.312355 5.700601 1.197373 0.24 0.41 0.23 -0.546
C -4.089158 0.469923 -0.053596 0.15 0.10 -0.08 -1.328
C -1.790744 2.563426 2.979919 0.03 0.18 -0.56 -0.768
H -0.821295 -1.380670 -3.305818 0.22 0.29 -0.16 0.284
H -4.965458 -0.174313 -0.196078 0.12 0.18 0.08 0.486
H 4.777016 1.561746 -0.586825 -0.25 -0.04 -0.04 0.439
H -1.876773 1.544451 3.369016 -0.02 0.24 -0.06 0.301
H -2.079533 2.516642 -2.516097 0.09 -0.31 -0.34 0.235
H 2.755369 1.614384 3.510581 -0.48 0.12 -0.13 0.302
H 4.883288 -5.176890 -2.843032 0.13 0.08 -0.37 0.438
H -1.141944 5.607365 2.275628 0.00 0.07 -0.26 0.259
H 0.686519 2.414515 -4.287952 0.24 -0.06 0.26 0.510
H 3.425882 -5.941841 -6.841134 0.00 0.27 0.32 0.419
H -2.988719 -1.228250 -2.391349 -0.04 -0.22 0.19 0.353
H 3.438095 2.211745 0.392979 0.02 -0.23 -0.20 0.281
H 1.073308 2.919176 -2.612919 -0.02 -0.22 -0.35 0.365
H 0.910367 -1.046665 -3.531347 -0.55 0.35 0.24 -0.328
H 1.687740 3.049557 3.365133 0.12 -0.44 -0.12 0.294
H 3.336465 2.269594 -1.379054 0.19 -0.14 0.16 0.289
H 1.390451 -2.284929 2.675720 -0.36 -0.62 -0.12 0.279
H -0.938767 3.079389 3.434139 -0.35 -0.08 -0.05 0.242
H -1.659140 6.708420 0.955682 0.12 -0.21 0.12 0.251
H -3.155287 -1.113382 2.255678 0.07 -0.28 -0.16 0.379
H 1.386369 -3.209726 0.347933 -0.24 -0.09 0.29 0.292
H -0.273288 -0.428492 -4.721016 -0.05 0.05 0.35 0.536
H 1.006860 1.509851 3.957442 0.46 0.11 -0.21 0.325
H -0.440503 -3.502711 0.467043 0.34 -0.21 0.31 0.365
H -2.318384 -2.580493 -1.412728 -0.19 0.14 -0.14 0.308
H -1.778795 1.997462 -4.205324 -0.13 -0.12 0.26 0.497
H 4.331969 -6.796691 -4.671617 -0.02 0.34 -0.09 0.446
H -4.031586 -2.099597 -1.221042 0.27 0.03 -0.19 0.543
H 2.699859 -3.531543 -7.025273 -0.18 -0.24 0.32 0.449
H 4.600455 -1.004245 0.858105 -0.33 0.14 -0.09 0.445
H 4.464741 -2.739994 -3.213223 -0.37 -0.21 0.02 0.546
H -2.195732 -2.436532 1.504039 -0.35 0.20 0.03 0.193
H -3.935797 -2.244417 1.105355 0.26 0.16 0.17 0.431
H -2.682637 0.932978 -3.075767 0.27 0.23 -0.05 0.267
H 3.023323 -1.912185 -1.867789 0.00 0.19 0.11 0.211
H 1.973148 1.565637 -3.351433 -0.34 0.17 -0.01 0.281
H 1.798113 -1.801602 -5.383545 0.35 -0.42 0.16 0.377
H -4.180733 0.999758 0.903888 -0.01 -0.11 -0.26 0.350
H 4.529025 -0.979253 -1.958130 -0.01 0.17 0.20 0.629
H -4.048142 1.208177 -0.866287 -0.09 -0.21 0.23 0.349
H 3.100194 -0.477997 -2.878816 0.10 0.03 0.25 0.349
H 3.010636 -1.793203 1.056628 0.21 0.28 -0.02 0.197
H -2.731603 3.110456 3.108019 0.31 -0.11 0.08 0.335
H 3.324068 -0.223081 1.836946 0.04 -0.15 -0.29 0.150
H -0.391939 5.486145 0.641148 -0.21 -0.03 0.09 0.272
H -0.421481 -2.678066 2.835338 0.45 -0.24 -0.25 0.372
```
Forces are in eV/Å.